Record 1
A structure of composition C8H6AsCl3MoO2S4, computed with ωB97M-V with the def2-TZVPD basis set.

```
! RIJCOSX wB97M-V def2-TZVPD def2/J DEFGRID3
* xyz 0 3
Mo 0.307 1.447 -0.738
S 4.094 2.883 0.975
As 2.927 1.193 1.078
S 2.319 0.659 -1.215
S 0.731 1.853 1.457
S 3.322 -0.544 2.089
Cl -0.104 5.322 0.796
C 1.160 4.785 -0.280
Cl 0.503 3.710 -1.597
H 1.914 4.209 0.252
H 1.579 5.633 -0.812
Cl 0.002 -5.351 1.000
C -0.642 -3.844 0.448
C 0.137 -2.701 0.537
C -0.395 -1.505 0.093
C -1.678 -1.432 -0.437
C -2.443 -2.594 -0.509
C -1.929 -3.800 -0.073
C -2.303 -0.165 -0.929
O -3.458 -0.058 -1.213
O -1.471 0.907 -1.049
H 1.133 -2.736 0.958
H 0.251 -0.634 0.213
H -3.443 -2.530 -0.914
H -2.516 -4.705 -0.132
*
```

Properties
LUMO level (alpha / beta) = -1.88 / -2.10 eV
HOMO-LUMO gap (alpha / beta) = 0.246 / 0.245 hartree
electronic energy = -5736.25852 hartree
highest occupied orbital energy (alpha / beta) = -8.566 / -8.771 eV

---

Record 2
A cluster of 2 separate species, C8H6BrN in total at a distorted geometry, computed with ωB97M-V with the def2-TZVPD basis set.

```
! RIJCOSX wB97M-V def2-TZVPD def2/J DEFGRID3
* xyz 0 1
C 2.100 0.818 1.282
C 2.031 -0.534 1.026
C 1.063 1.647 0.841
C 0.956 -1.018 0.292
C 0.022 1.141 0.022
C -0.045 -0.214 -0.259
C -2.404 -0.707 -1.610
C -1.117 -0.787 -0.916
N -1.756 -1.903 -1.220
Br -4.988 -0.327 -1.148
H 2.959 1.129 1.993
H 2.768 -1.194 1.339
H 0.740 2.667 1.076
H 1.067 -2.104 -0.003
H -0.712 1.886 -0.132
H -2.684 -0.501 -2.582
*
```

Properties
LUMO level (alpha / beta) = -1.29 / -1.29 eV
HOMO-LUMO gap (alpha / beta) = 0.281 / 0.281 hartree
electronic energy = -2937.06833 hartree
highest occupied orbital energy (alpha / beta) = -8.946 / -8.946 eV

---

Record 3
A structure of composition C8H6Cl2N2O3SmYb at a distorted geometry, computed with ωB97M-V with the def2-TZVPD basis set.

```
! RIJCOSX wB97M-V def2-TZVPD def2/J DEFGRID3
* xyz 4 7
Yb -0.140 -0.862 -5.500
Sm -0.646 -0.823 0.134
Cl -1.212 1.264 -5.408
Cl 1.452 -2.132 0.270
C -1.200 -2.465 1.771
C -0.689 -0.321 -7.919
C 0.070 -2.518 -7.429
O -1.274 -3.196 2.671
O -0.841 -0.458 -9.048
O 0.081 -3.059 -8.458
N 1.109 -0.987 3.565
C 0.646 0.238 3.180
C 0.813 1.382 3.967
C 0.268 2.580 3.514
C -0.455 2.602 2.322
C -0.622 1.443 1.581
N -0.036 0.253 1.986
H 1.315 -1.684 2.850
H 1.707 -1.022 4.384
H 1.391 1.290 4.892
H 0.408 3.497 4.088
H -0.901 3.522 1.940
H -1.243 1.457 0.648
*
```

Properties
LUMO level (alpha / beta) = -15.85 / -17.45 eV
HOMO-LUMO gap (alpha / beta) = 0.149 / 0.091 hartree
electronic energy = -3379.08722 hartree
highest occupied orbital energy (alpha / beta) = -19.922 / -19.932 eV